No. 1
50
Properties=species:S:1:pos:R:3 method="wB97M-V/def2-TZVPD" multiplicity=6 e_tot_ev=-84387.584 largest_force_ha_per_bohr=0.099 e_homo_ev="-14.960 / -14.878" orbital_gap_ev="7.695 / 4.312" s_squared=8.775 charge=+2
Fe -0.18 1.37 0.18
Cl -0.30 3.49 0.77
P -0.14 0.45 -2.02
C -1.52 -0.48 -2.75
C -1.31 -1.57 -3.63
C -2.42 -2.16 -4.26
C -3.71 -1.79 -3.93
C -3.94 -0.76 -2.99
C -2.81 -0.13 -2.39
C -0.36 2.13 -2.74
C 0.76 2.99 -2.66
C 0.62 4.34 -3.03
C -0.57 4.82 -3.61
C -1.60 3.88 -3.84
C -1.49 2.55 -3.44
C 1.25 -0.14 -3.03
C 2.36 -0.72 -2.42
C 3.44 -1.15 -3.22
C 3.42 -0.97 -4.61
C 2.29 -0.42 -5.21
C 1.21 0.04 -4.44
H 1.73 2.64 -2.29
H 1.47 5.03 -2.91
H -0.67 5.86 -3.88
H -2.52 4.22 -4.37
H -2.28 1.84 -3.72
H -0.30 -1.91 -3.85
H -2.25 -2.98 -4.99
H -4.59 -2.27 -4.43
H -4.93 -0.49 -2.69
H -3.00 0.67 -1.66
H 2.38 -0.81 -1.34
H 4.32 -1.56 -2.72
H 4.29 -1.33 -5.21
H 2.28 -0.30 -6.31
H 0.35 0.49 -4.93
H -0.55 -3.57 -0.59
H 0.23 -3.56 -0.68
N 0.53 -1.02 7.05
C 0.45 -0.92 5.88
C 0.37 -0.76 4.46
C 1.46 -0.35 3.70
C 1.24 0.07 2.28
N 0.01 0.35 1.75
C -0.95 -0.35 2.39
C -0.88 -0.80 3.81
H 2.55 -0.35 4.12
H 2.11 0.27 1.67
H -1.87 -0.48 1.84
H -1.84 -1.20 4.31

No. 2
58
Properties=species:S:1:pos:R:3 method="wB97M-V/def2-TZVPD" multiplicity=2 e_tot_ev=-91049.595 largest_force_ha_per_bohr=0.012 e_homo_ev="-10.162 / -10.339" orbital_gap_ev="5.335 / 5.512" de_lowest_kcal_mol=44.7 s_squared=0.753 charge=+1
Ir -0.73 0.79 0.83
C -1.44 -3.70 1.19
C -0.01 -3.27 1.04
N 0.89 -4.18 0.75
C 2.17 -3.81 0.56
C 2.59 -2.50 0.57
C 4.04 -2.18 0.34
O 4.25 -1.37 -0.82
C 1.63 -1.49 0.85
C 2.06 -0.12 0.79
N 1.31 0.93 0.94
C 1.97 2.21 1.04
C 3.29 2.31 1.46
C 3.92 3.54 1.56
C 3.23 4.70 1.26
C 1.90 4.63 0.89
C 1.29 3.39 0.79
I -0.71 3.32 0.21
C 0.32 -1.88 1.17
O -0.62 -1.08 1.58
H -1.47 -4.76 1.44
H -1.97 -3.55 0.25
H -1.95 -3.12 1.96
H 2.88 -4.61 0.38
H 4.61 -3.11 0.27
H 4.46 -1.61 1.17
H 4.13 -1.92 -1.60
H 3.10 0.04 0.55
H 3.84 1.42 1.76
H 4.95 3.58 1.89
H 3.72 5.67 1.35
H 1.35 5.53 0.67
S 1.89 2.36 -2.59
S 1.36 3.42 -4.09
S -0.60 3.40 -4.39
S -1.48 2.11 -3.30
N -3.33 -0.47 -0.98
C -2.12 -0.84 -1.56
C -2.19 -1.79 -2.59
C -1.03 -2.17 -3.22
C 0.17 -1.59 -2.83
C 0.14 -0.67 -1.81
N -0.98 -0.30 -1.17
C -3.69 0.27 0.13
C -5.07 0.53 0.28
C -5.51 1.18 1.40
C -4.59 1.56 2.38
C -3.27 1.29 2.15
N -2.80 0.68 1.03
H -4.13 -0.82 -1.49
H -3.15 -2.22 -2.86
H -1.06 -2.91 -4.01
H 1.11 -1.85 -3.30
H 1.05 -0.18 -1.49
H -5.75 0.21 -0.49
H -6.57 1.38 1.53
H -4.89 2.05 3.29
H -2.51 1.57 2.86

No. 3
55
Properties=species:S:1:pos:R:3 method="wB97M-V/def2-TZVPD" e_tot_ev=-52819.390 largest_force_ha_per_bohr=0.021 e_homo_ev=-8.128 orbital_gap_ev=7.484 smiles="COc1ccc(CN2C(=O)c3cccnc3C2=O)cc1S(=O)(=O)N1CCOc2ccc(C)cc21" de_lowest_kcal_mol=26.3
C -4.97 -0.45 -1.69
O -4.08 0.09 -0.74
C -2.90 0.57 -1.15
C -2.45 0.56 -2.48
C -1.21 1.06 -2.81
C -0.39 1.64 -1.86
C 0.99 2.13 -2.19
N 1.99 1.32 -1.51
C 2.81 1.81 -0.51
O 2.83 2.95 -0.13
C 3.62 0.65 -0.07
C 4.60 0.52 0.90
C 5.13 -0.75 1.06
C 4.68 -1.79 0.27
N 3.74 -1.67 -0.66
C 3.23 -0.46 -0.81
C 2.15 -0.04 -1.75
O 1.53 -0.67 -2.56
C -0.84 1.68 -0.54
C -2.05 1.13 -0.19
S -2.37 1.10 1.58
O -2.01 2.36 2.14
O -3.67 0.58 1.89
N -1.20 -0.01 2.11
C -0.15 0.42 2.99
C 1.20 0.42 2.26
O 1.49 -0.84 1.70
C 0.43 -1.48 1.09
C 0.70 -2.56 0.27
C -0.32 -3.23 -0.37
C -1.65 -2.85 -0.19
C -2.75 -3.59 -0.88
C -1.92 -1.78 0.65
C -0.90 -1.08 1.28
H -5.85 -0.75 -1.12
H -5.27 0.30 -2.43
H -4.55 -1.32 -2.20
H -3.07 0.13 -3.25
H -0.87 1.00 -3.84
H 1.15 3.16 -1.84
H 1.17 2.08 -3.27
H 4.92 1.36 1.50
H 5.90 -0.93 1.80
H 5.08 -2.79 0.38
H -0.25 2.14 0.23
H -0.10 -0.26 3.85
H -0.39 1.43 3.34
H 1.19 1.19 1.48
H 2.02 0.63 2.95
H 1.73 -2.85 0.12
H -0.09 -4.06 -1.02
H -2.68 -4.66 -0.68
H -2.68 -3.45 -1.96
H -3.72 -3.24 -0.54
H -2.94 -1.47 0.84

No. 4
52
Properties=species:S:1:pos:R:3 method="wB97M-V/def2-TZVPD" multiplicity=3 e_tot_ev=-37416.028 largest_force_ha_per_bohr=0.012 e_homo_ev="-4.243 / -4.992" orbital_gap_ev="7.124 / 7.443" de_lowest_kcal_mol=5.9 s_squared=2.005 charge=-1
Pt 0.00 -0.30 0.21
N 0.46 2.13 -2.30
C -0.86 1.71 -2.44
C -1.29 1.15 -3.64
C -2.63 0.89 -3.86
C -3.57 1.19 -2.89
C -3.14 1.72 -1.68
C -1.80 1.96 -1.42
C -1.40 2.44 -0.07
C -1.89 3.66 0.39
C -1.63 4.10 1.68
C -0.88 3.30 2.53
C -0.39 2.08 2.08
C -0.62 1.62 0.78
H 1.12 1.57 -2.83
H 0.76 2.22 -1.34
H -0.56 0.92 -4.40
H -2.94 0.44 -4.80
H -4.63 1.01 -3.07
H -3.86 1.91 -0.89
H -2.47 4.28 -0.29
H -2.02 5.05 2.02
H -0.70 3.61 3.55
H 0.17 1.47 2.77
C 1.41 -3.07 1.90
C 1.82 -1.72 2.40
N 2.05 -0.65 1.66
C 2.50 0.32 2.53
C 2.53 -0.17 3.80
N 2.11 -1.47 3.70
H 0.50 -2.99 1.30
H 1.23 -3.74 2.74
H 2.19 -3.48 1.26
H 2.79 1.30 2.17
H 2.79 0.28 4.74
H 1.80 -2.05 4.46
C 2.25 -2.54 -3.52
C 2.99 -1.78 -2.62
C 2.36 -1.14 -1.56
C 0.98 -1.22 -1.37
C 0.25 -1.97 -2.30
C 0.87 -2.63 -3.35
H 2.73 -3.04 -4.35
H 4.06 -1.69 -2.75
H 2.97 -0.58 -0.85
H -0.83 -2.05 -2.20
H 0.28 -3.22 -4.04
N -0.70 -3.04 5.18
C -1.34 -2.61 4.31
N -2.14 -2.14 3.39
C -1.88 -1.69 2.22
N -1.81 -1.33 1.10

No. 5
57
Properties=species:S:1:pos:R:3 method="wB97M-V/def2-TZVPD" multiplicity=2 e_tot_ev=-62427.710 largest_force_ha_per_bohr=0.015 e_homo_ev="-13.838 / -13.964" orbital_gap_ev="5.829 / 6.512" de_lowest_kcal_mol=5.3 s_squared=0.839 charge=+2
Re 0.74 -0.56 -0.14
N -2.35 4.36 -1.58
C -1.19 3.76 -1.34
N -0.99 2.46 -1.36
C -2.06 1.65 -1.69
N -1.97 0.37 -1.92
N -0.78 -0.32 -1.79
C -0.71 -1.28 -2.64
C 0.40 -2.21 -2.60
C 0.55 -3.21 -3.55
C 1.64 -4.06 -3.45
C 2.55 -3.88 -2.42
C 2.32 -2.88 -1.49
N 1.27 -2.06 -1.58
C -3.39 2.24 -1.86
C -4.54 1.47 -2.09
C -5.76 2.09 -2.26
C -5.85 3.48 -2.22
C -4.73 4.26 -2.00
C -3.51 3.62 -1.82
H -2.40 5.37 -1.55
H -0.36 4.41 -1.11
H -1.49 -1.39 -3.39
H -0.18 -3.31 -4.34
H 1.78 -4.85 -4.18
H 3.41 -4.52 -2.31
H 2.99 -2.73 -0.66
H -4.45 0.40 -2.12
H -6.64 1.50 -2.43
H -6.81 3.96 -2.36
H -4.80 5.34 -1.97
N 0.52 1.36 0.79
C 1.80 2.13 0.70
C 2.25 2.08 -0.74
N 2.30 0.66 -1.20
H -0.20 1.87 0.26
H 0.23 1.29 1.76
H 2.52 1.66 1.36
H 1.66 3.16 1.02
H 3.22 2.57 -0.86
H 1.53 2.59 -1.38
H 3.22 0.27 -0.99
H 2.21 0.65 -2.21
S -0.74 -1.87 0.95
C 0.18 -2.77 2.12
C -0.45 -3.80 2.84
C 0.27 -4.53 3.75
C -0.36 -5.59 4.48
N -0.87 -6.45 5.05
C 1.64 -4.24 3.97
C 2.25 -3.22 3.26
C 1.53 -2.48 2.33
S 2.27 -1.17 1.45
C 2.41 -5.00 4.91
N 3.02 -5.62 5.66
H -1.50 -4.02 2.67
H 3.30 -2.99 3.44

No. 6
54
Properties=species:S:1:pos:R:3 method="wB97M-V/def2-TZVPD" e_tot_ev=-42156.273 largest_force_ha_per_bohr=0.003 e_homo_ev=-5.603 orbital_gap_ev=5.844 de_lowest_kcal_mol=0.0 charge=-1
Au 0.05 1.62 -2.36
C -3.66 1.34 -1.02
C -2.83 1.35 0.22
N -1.62 1.84 0.31
C -1.24 1.64 1.62
C -2.24 1.00 2.32
N -3.24 0.83 1.40
C -2.45 0.49 3.72
O -1.51 0.71 4.54
O -3.53 -0.08 3.92
C 0.12 2.04 2.07
O 0.39 1.85 3.36
O 0.95 2.47 1.30
H -3.05 1.71 -1.85
H -4.54 1.98 -0.92
H -4.01 0.33 -1.26
H -4.10 0.37 1.66
H -0.40 1.43 3.87
C 0.75 0.03 -1.61
C 1.20 -0.97 -1.02
C 1.62 -2.09 -0.40
C 1.16 -2.38 0.96
C 0.87 -1.32 1.83
C 0.35 -1.57 3.08
C 0.10 -2.87 3.48
C 0.38 -3.93 2.63
C 0.92 -3.69 1.37
C 2.51 -3.02 -1.12
C 3.46 -3.78 -0.43
C 4.32 -4.62 -1.12
C 4.23 -4.72 -2.50
C 3.29 -3.97 -3.20
C 2.44 -3.12 -2.51
H 1.07 -0.30 1.50
H 0.12 -0.74 3.74
H -0.33 -3.06 4.45
H 0.17 -4.95 2.93
H 1.11 -4.51 0.70
H 3.53 -3.69 0.65
H 5.06 -5.19 -0.58
H 4.90 -5.38 -3.04
H 3.23 -4.04 -4.27
H 1.72 -2.51 -3.04
C -1.74 5.39 -3.22
C -1.21 4.28 -2.33
C -0.19 4.81 -1.33
O -0.65 3.29 -3.16
H -2.23 6.17 -2.63
H -2.46 4.99 -3.94
H -0.92 5.84 -3.78
H -2.05 3.86 -1.75
H 0.67 5.21 -1.86
H 0.15 4.01 -0.66
H -0.63 5.60 -0.71

No. 7
56
Properties=species:S:1:pos:R:3 method="wB97M-V/def2-TZVPD" multiplicity=5 e_tot_ev=-111192.936 largest_force_ha_per_bohr=0.130 e_homo_ev="-10.627 / -11.385" orbital_gap_ev="7.016 / 4.250" de_lowest_kcal_mol=0.0 s_squared=6.052 charge=+1
Ru -0.28 -0.47 -2.29
O 0.99 -3.68 0.13
C 2.17 -3.21 0.56
C 2.69 -3.82 1.73
C 3.99 -3.68 2.04
C 4.77 -2.72 1.35
C 4.20 -1.96 0.34
C 2.89 -2.21 -0.09
C 2.24 -1.42 -1.14
O 0.97 -1.89 -1.59
N 2.04 -0.09 -0.60
N 1.01 0.66 -1.12
C 0.65 1.90 -0.66
C -0.61 2.46 -0.96
Br -1.49 1.68 -2.65
C -1.31 3.42 -0.28
C -0.90 4.11 0.91
C -1.77 4.05 2.04
C -1.38 4.65 3.24
C -0.22 5.43 3.28
C 0.55 5.65 2.14
C 0.25 4.95 0.98
H 0.75 -3.04 -0.62
H 1.97 -4.30 2.40
H 4.36 -4.28 2.89
H 5.80 -2.53 1.62
H 4.85 -1.27 -0.20
H 3.01 -1.31 -1.98
H 2.63 0.25 0.19
H 1.36 2.28 0.09
H -2.33 3.62 -0.59
H -2.69 3.51 1.96
H -2.02 4.58 4.14
H 0.02 5.94 4.26
H 1.40 6.33 2.19
H 0.90 5.00 0.12
O -2.15 -1.92 -2.08
C -2.17 -1.56 -0.86
O -1.26 -0.72 -0.47
C -3.27 -2.05 0.03
C -4.41 -2.58 -0.59
C -5.45 -3.11 0.16
C -5.40 -3.14 1.56
C -4.30 -2.60 2.17
C -3.24 -2.10 1.41
H -4.47 -2.56 -1.65
H -6.34 -3.53 -0.29
H -6.32 -3.40 2.09
H -4.27 -2.53 3.25
H -2.39 -1.71 2.01
B 2.64 0.98 -5.42
C 1.54 0.44 -4.45
N 0.76 0.04 -3.65
H 3.49 0.15 -5.78
H 2.29 1.49 -6.47
H 3.25 1.82 -4.78

No. 8
63
Properties=species:S:1:pos:R:3 method="wB97M-V/def2-TZVPD" e_tot_ev=-112422.508 largest_force_ha_per_bohr=0.059 e_homo_ev=-14.337 orbital_gap_ev=7.018 de_lowest_kcal_mol=10.4 charge=+2
Sn 0.65 0.95 0.13
F 1.74 2.68 6.49
C 1.89 2.07 5.31
C 1.25 0.86 5.09
F 0.31 0.42 5.91
C 1.55 0.13 3.93
F 0.82 -0.97 3.79
C 2.41 0.69 3.02
S 2.60 0.01 1.36
C 2.98 1.91 3.26
F 3.75 2.40 2.24
C 2.75 2.71 4.39
F 3.14 3.97 4.52
C 1.45 1.37 -3.46
C -0.12 1.47 -3.28
S -0.81 2.00 -1.69
C -0.35 3.75 -1.52
C 1.12 4.05 -1.64
S 2.11 3.19 -0.38
C 3.56 2.72 -1.30
C 3.69 1.31 -1.85
S 2.25 0.35 -2.17
H 1.88 2.40 -3.46
H 1.68 0.89 -4.40
H -0.51 0.46 -3.47
H -0.59 2.05 -4.10
H -0.79 4.02 -0.58
H -0.99 4.27 -2.26
H 1.33 5.09 -1.47
H 1.47 4.01 -2.70
H 4.44 2.96 -0.74
H 3.51 3.35 -2.15
H 4.25 0.75 -1.13
H 4.28 1.34 -2.82
O -0.37 -0.78 -0.30
S -1.66 -1.43 -0.87
C -0.90 -2.85 -1.84
C 0.05 -3.61 -1.23
C 0.41 -4.79 -1.80
C -0.09 -5.13 -3.05
C -1.01 -4.35 -3.74
C -1.46 -3.14 -3.08
C -2.58 -2.24 0.46
C -3.94 -2.13 0.30
C -4.81 -2.84 1.20
C -4.25 -3.46 2.29
C -2.86 -3.35 2.51
C -2.01 -2.87 1.56
H 0.39 -3.45 -0.19
H 1.14 -5.43 -1.32
H 0.29 -5.94 -3.60
H -1.26 -4.64 -4.77
H -2.12 -2.49 -3.62
H -4.34 -1.43 -0.41
H -5.82 -2.63 1.04
H -4.96 -3.95 3.03
H -2.41 -3.76 3.42
H -0.97 -2.82 1.81
F -3.03 1.19 0.93
B -3.10 1.96 1.99
F -3.60 3.21 1.94
F -2.96 1.35 3.15
F -0.43 2.17 1.34